(1)
Here is one molecule with the formula C5H10O from OMol25. Energies are from the ωB97M-V functional and the def2-TZVPD basis.

Values from the calculation:
**SMILES**: CC(C)[C@H]1CO1
**Lowest unoccupied orbital energy**: 1.14 eV
**Relative energy (zero: lowest compared OMol25 entry of this formula, charge and spin)**: 28.8 kcal per mole

The geometry in ORCA input format:
```
! RIJCOSX wB97M-V def2-TZVPD def2/J DEFGRID3
* xyz 0 1
H 0.170 -0.499 -2.133
H -0.567 1.088 -1.847
O -0.900 -0.951 1.707
H 0.487 1.357 1.759
C 0.513 1.545 0.681
H 1.471 2.023 0.444
H -1.755 -0.364 -0.138
C -0.589 -1.993 0.793
C -0.799 -0.617 0.333
H -0.283 2.257 0.432
H 1.194 0.944 -1.990
H 0.438 -2.357 0.854
C 0.385 0.232 -0.095
C 0.295 0.453 -1.604
H -1.350 -2.767 0.679
H 1.291 -0.350 0.124
*
```

=====

(2)
Here is a 2-piece molecular cluster, C2H3NO2S overall from OMol25. Energies are from the ωB97M-V functional and the def2-TZVPD basis.

Values from the calculation:
**Lowest unoccupied orbital energy**: -0.34 eV
**Relative energy (zero: lowest compared OMol25 entry of this formula, charge and spin)**: 76.2 kcal per mole

The geometry in ORCA input format:
```
! RIJCOSX wB97M-V def2-TZVPD def2/J DEFGRID3
* xyz 0 1
H 0.839 -1.558 0.299
C 0.865 -0.006 -1.075
C 0.635 -0.587 0.040
O -1.931 -2.084 -0.264
H 0.236 -0.051 0.799
S -1.873 -0.617 -0.274
H 0.620 1.186 -2.776
N 1.172 0.713 -1.942
O -2.131 0.078 0.934
*
```

=====

(3)
Here is C27H28Br2N3O3Pd as an isolated structure from OMol25. Energies are from the ωB97M-V functional and the def2-TZVPD basis.

Values from the calculation:
**Lowest unoccupied orbital energy**: -12.13 eV
**Relative energy (zero: lowest compared OMol25 entry of this formula, charge and spin)**: 13.4 kcal per mole

The geometry in ORCA input format:
```
! RIJCOSX wB97M-V def2-TZVPD def2/J DEFGRID3
* xyz 3 1
C -0.300 -1.999 2.046
C -2.660 -1.442 1.673
H -4.247 0.472 3.297
H -4.467 0.604 1.561
H -1.761 -3.393 1.361
O 5.976 0.160 0.359
H -4.124 2.550 -5.072
C 2.232 2.849 0.279
H -0.188 -4.282 3.559
C -0.471 3.014 0.726
H 0.699 -3.718 1.330
C -3.743 0.732 2.364
C -1.101 -2.277 -3.682
C -2.614 1.342 -2.175
O 4.163 3.705 -0.726
H 0.336 -2.140 -0.616
C -3.035 0.689 -4.902
N -1.341 -0.681 -1.914
Br -4.074 3.786 -2.394
H -1.090 1.221 3.007
H -1.534 3.032 0.911
C -0.064 -2.715 -1.449
C 0.846 -2.984 2.130
C -1.569 -2.371 1.669
H 3.977 1.069 1.024
H 2.488 -1.731 2.824
C -3.573 1.908 -4.397
H 0.757 -3.192 -1.985
C -0.134 -0.639 2.389
C -1.240 0.254 2.542
H -3.463 1.782 2.431
C 1.422 1.732 0.253
H 2.277 4.972 0.496
H 2.289 -1.728 1.058
C -0.861 -1.859 -2.369
C -2.544 -0.159 2.176
N 4.395 1.746 0.409
H 1.568 -4.454 3.540
C 0.752 -3.737 3.467
C 2.220 -2.344 1.961
C 5.812 1.538 0.134
C 3.714 2.801 -0.057
Pd -1.048 0.243 0.368
C -2.034 0.076 -2.754
N 0.096 1.823 0.457
C 1.650 4.089 0.516
H 0.850 -0.294 2.680
Br -3.320 0.360 -6.649
H -0.697 -3.514 -1.052
H 6.913 -0.060 0.306
H -3.636 -1.784 1.349
H -0.713 -3.231 -4.011
H 2.977 -3.121 1.883
H 6.418 2.146 0.810
H -0.193 5.110 0.978
H 1.815 0.749 0.024
C -1.804 -1.478 -4.552
C -2.288 -0.248 -4.087
H -1.969 -1.795 -5.574
C -3.402 2.256 -3.099
H 0.833 -3.048 4.311
C 0.288 4.165 0.765
O -2.475 1.604 -1.007
H 6.014 1.838 -0.895
*
```

=====

(4)
Here is C15H17CrN6OS3 as an isolated structure from OMol25. Energies are from the ωB97M-V functional and the def2-TZVPD basis.

Values from the calculation:
**Lowest unoccupied orbital energy (spin up / spin down)**: -0.72 / -1.01 eV
**Relative energy (zero: lowest compared OMol25 entry of this formula, charge and spin)**: 0.0 kcal per mole

The geometry in ORCA input format:
```
! RIJCOSX wB97M-V def2-TZVPD def2/J DEFGRID3
* xyz 0 2
H -0.276 6.088 0.580
C -4.316 -1.279 -2.108
C -4.511 -1.440 -0.741
C -3.116 -0.777 -2.575
C 2.307 -1.470 1.364
H 0.064 3.151 2.547
C -2.296 -0.569 -0.311
C -2.092 -0.416 -1.693
H 3.041 -1.689 2.129
H 0.624 1.595 2.138
H -2.935 -0.650 -3.636
C -3.508 -1.094 0.147
H -5.097 -1.554 -2.806
H 4.931 2.213 -1.339
N 4.581 1.966 -0.433
H -3.645 -1.228 1.212
C 0.235 -4.519 0.745
N 3.337 0.509 0.813
H -5.447 -1.837 -0.368
H -0.508 -2.475 -1.841
Cr 0.898 -0.030 -0.562
C -0.362 -4.094 -0.439
C -0.066 -2.838 -0.923
C 1.370 -2.417 0.845
C -0.160 5.162 1.134
H 0.265 4.281 -0.762
H 0.009 -5.494 1.154
S -0.593 0.226 -2.333
H -1.125 4.912 1.585
N 0.765 -1.997 -0.301
N 2.316 -0.362 0.693
S -1.068 -0.104 0.847
C 3.631 1.012 -0.364
N 0.295 4.128 0.231
H 1.629 -3.963 2.293
O 0.957 2.059 -0.288
N 0.583 2.573 1.911
C 0.605 2.867 0.592
S 2.882 0.482 -1.845
H 5.145 2.146 0.381
C 1.123 -3.678 1.380
H 0.573 5.331 1.926
H -1.048 -4.728 -0.979
*
```

=====

(5)
Here is a 2-piece molecular cluster, C4H11NO overall from OMol25. Energies are from the ωB97M-V functional and the def2-TZVPD basis.

Values from the calculation:
**SMILES**: CNCO.C=C
**Lowest unoccupied orbital energy**: 1.12 eV
**Relative energy (zero: lowest compared OMol25 entry of this formula, charge and spin)**: 45.5 kcal per mole

The geometry in ORCA input format:
```
! RIJCOSX wB97M-V def2-TZVPD def2/J DEFGRID3
* xyz 0 1
H -3.738 0.776 0.100
H -1.235 -0.887 -0.098
C 2.899 -1.037 0.477
C -3.057 0.912 -0.749
H -1.589 1.987 0.166
H 2.973 -2.379 -1.132
H 3.212 -0.093 0.905
H 3.938 -0.814 -1.339
H -3.121 0.035 -1.396
C -1.181 0.041 0.482
O 0.143 0.292 0.894
C 3.294 -1.429 -0.723
N -1.669 1.118 -0.352
H 0.658 0.399 0.085
H -1.768 -0.082 1.400
H -3.391 1.763 -1.340
H 2.226 -1.634 1.079
*
```

=====

(6)
Here is an isolated ion of composition C4H5N2O3S2 and charge -1 from OMol25. Energies are from the ωB97M-V functional and the def2-TZVPD basis.

Values from the calculation:
**SMILES**: Cc1ncsc1NS(=O)(=O)[O-]
**Lowest unoccupied orbital energy**: 3.34 eV
**Relative energy (zero: lowest compared OMol25 entry of this formula, charge and spin)**: 4.0 kcal per mole

The geometry in ORCA input format:
```
! RIJCOSX wB97M-V def2-TZVPD def2/J DEFGRID3
* xyz -1 1
O 2.192 1.820 -0.462
H -2.260 -2.225 -0.862
H -2.429 2.558 -0.209
N -2.359 0.600 -0.446
O 3.785 0.142 0.422
C -1.855 1.707 -0.142
S -0.147 1.877 0.180
C -1.356 -1.832 -0.436
H -0.511 -2.100 -1.043
C -1.308 -0.311 -0.344
H -1.252 -2.397 0.457
H 1.575 -1.400 0.452
C -0.098 0.214 0.047
S 2.484 0.738 0.538
N 1.407 -0.490 -0.076
O 2.132 1.099 1.921
*
```

=====

(7)
Here is C3H3CoO3 as an isolated structure from OMol25. Energies are from the ωB97M-V functional and the def2-TZVPD basis.

Values from the calculation:
**Lowest unoccupied orbital energy (spin up / spin down)**: 0.32 / -1.15 eV
**Relative energy (zero: lowest compared OMol25 entry of this formula, charge and spin)**: 0.0 kcal per mole

The geometry in ORCA input format:
```
! RIJCOSX wB97M-V def2-TZVPD def2/J DEFGRID3
* xyz 0 5
H -1.221 1.656 -1.224
O -0.895 -1.466 -0.058
O 0.083 0.557 -0.110
C -1.171 1.199 -0.231
Co 2.128 0.634 0.123
H -2.275 0.215 1.308
C -2.239 0.501 0.255
O 1.351 -1.193 0.079
H -3.129 0.428 -0.370
C 0.162 -0.845 -0.130
*
```

=====

(8)
Here is a 2-piece molecular cluster, C3H5NO2 overall from OMol25. Energies are from the ωB97M-V functional and the def2-TZVPD basis.

Values from the calculation:
**SMILES**: N#CCC=O.O
**Lowest unoccupied orbital energy**: 0.33 eV
**Relative energy (zero: lowest compared OMol25 entry of this formula, charge and spin)**: 31.5 kcal per mole

The geometry in ORCA input format:
```
! RIJCOSX wB97M-V def2-TZVPD def2/J DEFGRID3
* xyz 0 1
H 0.446 2.804 1.116
N -2.476 -1.303 -1.475
O 1.752 -0.205 -0.100
O 0.337 2.295 0.305
H 1.122 1.727 0.255
H 0.883 -1.756 -1.050
C -0.589 -0.620 0.206
C -1.654 -0.997 -0.721
H -0.687 -1.220 1.121
H -0.651 0.444 0.472
C 0.792 -0.886 -0.374
*
```